{
  "formula": "C4H6EuO7",
  "method": "wB97M-V/def2-TZVPD",
  "mol_weight_g_mol": 318.049,
  "charge": 2,
  "multiplicity": 8,
  "s_squared": 15.760,
  "relative_energy_kcal_mol": 0.00,
  "energy_ha": -1392.4863,
  "gap_ev": [8.843, 10.002],
  "elements": ["O", "C", "C", "O", "C", "O", "O", "H", "H", "H", "H", "H", "O", "C", "O", "O", "Eu", "H"],
  "xyz": [[2.6200, 0.6384, 0.5333], [2.2351, -0.0411, -0.5800], [1.3843, 0.8311, -1.5123], [2.2868, 1.1622, -2.6007], [3.3530, 0.4690, -2.4786], [3.4485, -0.2738, -1.4432], [4.2300, 0.5254, -3.3938], [2.8668, 0.0329, 1.2448], [1.8596, -1.0498, -0.3838], [1.0757, 1.7676, -1.0427], [0.5315, 0.2966, -1.9365], [3.9737, 0.0588, -4.2079], [-0.7457, 1.7618, 2.7242], [-1.4776, 0.8381, 2.1572], [-0.9729, -0.0002, 1.3387], [-2.7120, 0.7778, 2.4192], [-3.0296, -1.1483, 1.1473], [0.1878, 1.6593, 2.4524]],
  "forces_ev_per_a": [[-0.44, -0.15, -0.30], [0.33, 0.13, 0.50], [-0.19, 0.13, 0.23], [-0.67, 0.20, 0.06], [-0.72, -0.35, 0.14], [0.22, 0.06, -0.16], [1.06, -0.44, -0.11], [0.17, 0.01, -0.01], [0.02, 0.25, -0.09], [0.08, -0.22, -0.03], [0.19, 0.14, 0.02], [0.12, 0.31, -0.28], [0.44, -0.02, -0.06], [-0.67, 0.01, 0.01], [0.62, -0.53, -0.56], [-0.03, -0.03, 0.09], [-0.05, 0.43, 0.41], [-0.46, 0.08, 0.13]]
}